1.
# C5H9N

One molecule with the formula C5H9N in a non-equilibrium geometry (ωB97M-V/def2-TZVPD, OMol25).

## Properties
SMILES string = C=C/C(N)=C/C
gap between HOMO and LUMO = 8.053 eV
LUMO = 0.73 eV
energy relative to the best compared isomer or geometry (same formula, charge and spin) = 2.219 eV
electronic energy = -250.5854 hartree
maximum force = 4.8 eV/A

Each line ends with the Löwdin charge.
CARTESIAN COORDINATES (ANGSTROEM)
C: -0.82510 1.47757 1.51015  -0.1310
N: -1.51451 -0.99418 -0.06720  0.0689
C: -0.20182 -0.44113 -0.15847  -0.2997
C: 0.11578 0.73842 0.60486  -0.1399
C: 2.04066 -0.69693 -1.32718  0.0014
C: 0.69518 -1.02069 -1.25978  -0.1044
H: -1.88941 1.16906 1.43173  0.0571
H: -0.72615 2.57123 1.24999  0.0843
H: -0.51704 1.31055 2.57156  0.0770
H: -2.25307 -0.48228 0.36561  0.0581
H: -1.69702 -1.71189 -0.73359  0.0640
H: 1.07492 1.18347 0.25010  0.0821
H: 2.47205 0.30373 -1.12859  0.0572
H: 2.79463 -1.40607 -1.64421  0.0419
H: 0.43092 -2.00087 -1.66499  0.0829

---

2.
# C5H9N

One molecule with the formula C5H9N in a non-equilibrium geometry (ωB97M-V/def2-TZVPD, OMol25).

## Properties
SMILES string = C[C@H]1CCC=N1
gap between HOMO and LUMO = 10.393 eV
LUMO = 1.14 eV
energy relative to the best compared isomer or geometry (same formula, charge and spin) = 2.010 eV
electronic energy = -250.5931 hartree
maximum force = 5.3 eV/A

Each line ends with the Löwdin charge.
CARTESIAN COORDINATES (ANGSTROEM)
C: -1.29975 1.12629 0.23726  -0.2210
C: -1.75093 -0.24677 0.03318  -0.2273
C: -0.50403 -1.09137 -0.12712  -0.0785
C: 0.67271 0.29675 -0.40210  -0.2687
C: 2.14431 0.12043 0.25608  -0.0463
N: -0.10313 1.40806 0.03789  0.0411
H: -2.04096 1.88818 0.36234  0.1057
H: -2.27012 -0.62122 0.89547  0.0945
H: -2.47083 -0.03111 -0.87707  0.1565
H: -0.15301 -1.52045 0.76760  0.0507
H: -0.45352 -1.91865 -1.02970  0.1389
H: 0.86092 0.48605 -1.43812  0.1025
H: 2.56520 1.03266 0.25947  0.0104
H: 2.69023 -0.64518 -0.28173  0.0608
H: 2.11289 -0.28366 1.30656  0.0806

---

3.
# C5H9N

One molecule with the formula C5H9N in a non-equilibrium geometry (ωB97M-V/def2-TZVPD, OMol25).

## Properties
gap between HOMO and LUMO = 4.853 eV
LUMO = -2.51 eV
energy relative to the best compared isomer or geometry (same formula, charge and spin) = 8.142 eV
electronic energy = -250.3677 hartree
maximum force = 2.4 eV/A

Each line ends with the Löwdin charge.
CARTESIAN COORDINATES (ANGSTROEM)
C: 0.40304 1.12099 -1.10836  -0.0455
N: -1.84457 -0.54015 -0.97444  0.0811
C: -0.79644 -0.89344 -0.11003  -0.3523
C: 0.26315 0.16078 0.02049  -0.3762
C: 1.34959 -0.63796 1.10646  0.0505
C: 0.69312 0.63270 1.39102  -0.2020
H: 1.47266 1.29584 -1.26860  0.0928
H: -0.15017 0.75760 -1.97007  0.0682
H: -0.04429 2.08447 -0.84419  0.1004
H: -0.31042 -1.81482 -0.44384  0.1347
H: -2.17065 -1.43320 -1.34531  0.0284
H: -1.11015 -1.06951 0.94161  0.1616
H: 2.40726 -0.57456 0.84754  0.0390
H: -0.10331 0.64423 2.12895  0.1140
H: 1.32662 1.52107 1.37788  0.1054

---

4.
# C5H9N

One molecule with the formula C5H9N in a non-equilibrium geometry (ωB97M-V/def2-TZVPD, OMol25).

## Properties
gap between HOMO and LUMO = 6.360 eV
LUMO = -0.71 eV
energy relative to the best compared isomer or geometry (same formula, charge and spin) = 4.928 eV
electronic energy = -250.4859 hartree
maximum force = 2.2 eV/A

Each line ends with the Löwdin charge.
CARTESIAN COORDINATES (ANGSTROEM)
N: 0.54688 2.28088 -2.45555  -0.0070
C: 0.69150 1.58614 -1.22764  -0.4231
C: -0.04518 0.43455 -0.96252  -0.0731
C: 0.00198 -0.20983 0.29799  -0.1576
C: -0.71062 -1.27687 0.62911  -0.1543
C: -0.72648 -1.84074 2.01964  -0.1059
H: 1.24621 3.02277 -2.49848  0.0115
H: 0.74583 2.18123 -0.30345  0.1371
H: 1.65626 1.30608 -1.78607  0.2034
H: -0.49126 -0.01068 -1.84810  0.1241
H: 0.64807 0.18703 1.07847  0.1209
H: -1.42477 -1.64065 -0.10323  0.1049
H: -1.06722 -1.13410 2.77414  0.0755
H: 0.28309 -2.15995 2.30302  0.0783
H: -1.35430 -2.72587 2.08267  0.0652